A cluster of 2 separate species, C2H7OS in total. Source: OMol25; level of theory: ωB97M-V/def2-TZVPD.

## Properties
Net charge ... -1
HOMO energy ... -2.662 eV
E_tot ... -15070.922 eV
Energy above the lowest of the compared OMol25 structures with the same formula, charge and spin ... 0.483 eV

The geometry in XYZ format:
```
11
Properties=species:S:1:pos:R:3:forces:R:3:mulliken_charge:R:1
O 1.3498 0.3700 -3.5009 -0.4 -0.8 0.9 -0.670
H 1.0071 0.4268 -2.5738 0.2 0.8 -0.1 0.278
C -0.5596 0.6587 1.6518 0.9 -1.3 -0.6 -0.868
C -0.3174 -0.7585 0.9512 -1.1 1.9 -0.3 -0.439
S -0.3010 -0.4783 -0.8823 0.3 -0.5 0.3 -0.726
H 0.1771 0.7973 2.4516 -0.3 0.1 0.3 0.241
H -1.5885 0.7281 2.0022 0.1 0.3 0.1 0.220
H -0.3209 1.3783 0.8718 -0.4 0.3 0.2 0.255
H 0.5673 -1.1916 1.4227 -0.1 -0.4 -0.4 0.254
H -1.2347 -1.3383 1.1016 0.5 -0.3 0.4 0.139
H 1.2208 -0.5925 -3.4959 0.3 0.1 -0.7 0.316
```
Forces are in eV/Å.

A cluster of 2 separate species, C2H7OS in total. Source: OMol25; level of theory: ωB97M-V/def2-TZVPD.

## Properties
HOMO energy (alpha / beta) ... -9.920 / -9.862 eV
2S+1 ... 2
E_tot ... -15067.713 eV
Energy above the lowest of the compared OMol25 structures with the same formula, charge and spin ... 1.201 eV

The geometry in XYZ format:
```
11
Properties=species:S:1:pos:R:3:forces:R:3:mulliken_spin:R:1
S -1.5009 -0.9954 -1.6417 0.5 -1.3 0.2 1.032
H -0.8743 -2.1818 -1.2265 -0.6 1.1 -0.5 -0.022
C 1.1147 0.2720 1.2684 0.2 -2.3 0.6 0.000
O -0.2526 0.3477 0.9495 -0.7 -0.1 -1.0 -0.001
C 1.9292 1.4776 1.0373 1.3 2.6 -2.8 -0.001
H 1.5712 -0.5681 0.6575 -0.3 0.4 1.3 0.002
H 1.1154 0.1270 2.4079 0.4 -0.4 -1.6 0.000
H -0.5178 -0.2884 0.2352 0.6 1.1 0.9 -0.011
H 2.3482 1.7700 -0.0497 -1.1 -1.4 1.8 0.000
H 2.8582 1.4487 1.6292 -0.6 0.3 0.2 0.000
H 1.2714 2.3409 1.1836 0.5 0.2 0.8 0.000
```
Forces are in eV/Å.

A cluster of 3 separate species, C2H7OS2 in total. Source: OMol25; level of theory: ωB97M-V/def2-TZVPD.

## Properties
Net charge ... -1
HOMO energy ... -2.445 eV
E_tot ... -25905.230 eV
Energy above the lowest of the compared OMol25 structures with the same formula, charge and spin ... 1.665 eV

The geometry in XYZ format:
```
12
Properties=species:S:1:pos:R:3:forces:R:3:mulliken_charge:R:1
C -0.0552 2.0640 -1.7675 -0.3 -0.5 1.1 0.224
O -0.1423 2.5755 -2.8471 0.1 0.2 -0.6 -0.481
H 0.2159 1.0152 -1.5713 0.2 -0.1 -0.4 -0.022
H 2.8326 -4.2639 -2.1094 -0.2 0.3 0.0 -0.059
H -0.3108 2.5776 -0.8246 0.0 0.3 -0.1 0.220
C 0.9958 -1.5497 2.0395 -0.1 -0.2 -0.7 -0.796
S 0.4250 -0.9717 0.4010 -0.6 0.2 0.5 -0.184
S -1.3065 0.1251 0.8751 0.4 -0.1 -0.2 -0.703
H 1.6419 -0.8131 2.5104 0.1 -0.1 0.1 0.243
H 0.1597 -1.7789 2.6966 -0.2 0.1 -0.1 0.265
H 1.5061 -2.4854 1.7955 0.3 0.1 0.4 0.233
H 3.2531 -4.8534 -2.0108 0.2 -0.3 0.0 0.060
```
Forces are in eV/Å.

A cluster of 2 separate species, C2H7S in total. Source: OMol25; level of theory: ωB97M-V/def2-TZVPD.

## Properties
Net charge ... -1
HOMO energy ... -2.377 eV
E_tot ... -13023.462 eV
Energy above the lowest of the compared OMol25 structures with the same formula, charge and spin ... 0.155 eV

The geometry in XYZ format:
```
10
Properties=species:S:1:pos:R:3:forces:R:3:mulliken_charge:R:1
S -1.2318 1.4404 0.8292 0.0 0.0 0.0 -0.896
H -2.3813 1.1765 1.4712 0.0 0.0 0.0 -0.072
C 1.5912 -1.1523 -1.4792 -0.2 0.4 -0.2 -0.747
C 0.8779 -1.5914 -0.2245 -0.3 -1.3 1.0 -0.789
H 2.3798 -0.4179 -1.2816 -0.2 -0.1 0.0 0.242
H 2.0362 -1.9982 -1.9948 0.2 -0.2 0.0 0.279
H 0.8871 -0.7322 -2.1971 0.0 0.3 0.1 0.244
H 1.4419 -2.3776 0.2899 0.3 0.0 -0.1 0.279
H -0.0909 -2.0712 -0.4027 0.1 0.2 -0.4 0.228
H 0.6548 -0.8758 0.5589 0.1 0.7 -0.4 0.232
```
Forces are in eV/Å.

A cluster of 2 separate species, C2H7S2 in total. Source: OMol25; level of theory: ωB97M-V/def2-TZVPD.

## Properties
Net charge ... -1
HOMO energy ... -2.298 eV
E_tot ... -23858.280 eV
Energy above the lowest of the compared OMol25 structures with the same formula, charge and spin ... 0.935 eV

The geometry in XYZ format:
```
11
Properties=species:S:1:pos:R:3:forces:R:3:mulliken_charge:R:1
S -3.1069 0.3891 0.5069 -0.2 -0.3 0.1 -0.881
H -2.2166 1.3675 0.3623 0.2 0.3 -0.1 -0.112
C 1.5474 0.5801 0.9840 0.5 0.7 1.3 -0.792
S 1.3872 0.1362 -0.7285 -0.1 -1.2 -0.4 -0.044
C 1.7791 -1.6461 -0.7582 0.8 -0.2 0.3 -0.801
H 0.6498 1.1692 1.1883 0.3 0.3 0.1 0.251
H 1.5757 -0.1330 1.8167 -0.3 -0.8 -0.8 0.295
H 2.4953 1.1217 1.1633 -0.6 0.3 -0.3 0.275
H 2.8854 -1.7767 -0.7661 -0.7 -0.1 -0.1 0.257
H 1.3335 -2.1055 -1.6431 0.2 0.3 -0.1 0.283
H 1.3711 -2.2320 0.0793 0.0 0.6 0.0 0.269
```
Forces are in eV/Å.

A cluster of 2 separate species, C2H7S2 in total. Source: OMol25; level of theory: ωB97M-V/def2-TZVPD.

## Properties
Net charge ... -1
HOMO energy ... -2.442 eV
E_tot ... -23857.992 eV
Energy above the lowest of the compared OMol25 structures with the same formula, charge and spin ... 1.223 eV

The geometry in XYZ format:
```
11
Properties=species:S:1:pos:R:3:forces:R:3:mulliken_charge:R:1
S -1.1162 -4.0760 -1.0459 -0.2 -0.3 0.1 -0.872
H -0.4729 -2.9609 -1.3782 0.2 0.3 -0.1 -0.126
C 0.9183 0.7594 -0.9707 -0.9 -0.1 0.1 -0.666
S 0.9710 1.5266 0.7825 -0.7 -0.8 -1.0 -0.121
C -0.5364 0.8110 1.5308 -0.7 0.2 -0.5 -0.712
H 1.1947 1.5665 -1.7129 -0.8 -0.8 0.8 0.245
H 1.8035 0.1317 -0.8986 -0.4 -0.6 -0.5 0.225
H -0.1026 0.1351 -1.2665 2.8 1.8 1.0 0.256
H -0.5084 -0.1064 2.1350 0.7 0.2 -0.4 0.290
H -1.1906 0.6152 0.6565 0.1 0.2 0.8 0.216
H -0.9605 1.5978 2.1682 -0.1 -0.2 -0.3 0.265
```
Forces are in eV/Å.

A cluster of 2 separate species, C2H7S2 in total. Source: OMol25; level of theory: ωB97M-V/def2-TZVPD.

## Properties
HOMO energy (alpha / beta) ... -8.880 / -8.870 eV
2S+1 ... 2
E_tot ... -23856.230 eV
Energy above the lowest of the compared OMol25 structures with the same formula, charge and spin ... 0.287 eV

The geometry in XYZ format:
```
11
Properties=species:S:1:pos:R:3:forces:R:3:mulliken_spin:R:1
S -1.9424 1.4368 0.7842 -0.4 -0.1 -0.1 1.021
H -2.1180 0.5321 -0.2059 -0.1 0.2 0.2 -0.022
C 0.2501 -2.1591 0.0549 -0.3 -0.5 -0.1 -0.005
C 0.9469 -1.2561 -0.9393 0.5 0.6 0.4 0.001
S 1.3896 0.4040 -0.2735 -0.6 -0.4 0.1 0.009
H 0.9330 -2.4887 0.8364 0.1 0.1 0.0 0.000
H -0.6247 -1.7439 0.5562 0.0 0.3 -0.2 0.004
H -0.0889 -3.0470 -0.4887 0.0 -0.1 0.1 0.000
H 0.3941 -1.0554 -1.8476 -0.3 -0.3 -0.1 0.000
H 1.8871 -1.7362 -1.2043 0.1 0.2 -0.2 0.000
H 0.0950 0.6595 0.0951 1.0 0.0 -0.1 -0.009
```
Forces are in eV/Å.

A cluster of 2 separate species, C2H7S2 in total. Source: OMol25; level of theory: ωB97M-V/def2-TZVPD.

## Properties
HOMO energy (alpha / beta) ... -8.395 / -8.395 eV
2S+1 ... 2
E_tot ... -23855.745 eV
Energy above the lowest of the compared OMol25 structures with the same formula, charge and spin ... 0.772 eV

The geometry in XYZ format:
```
11
Properties=species:S:1:pos:R:3:forces:R:3:mulliken_spin:R:1
S 0.3374 2.3115 2.5803 -1.4 -0.3 -1.0 1.027
H -0.7625 1.9869 1.7318 1.4 0.5 1.1 -0.024
C 0.4383 -0.0407 -1.7242 -0.3 -1.1 -0.1 0.001
S -0.1300 -1.5445 -0.8402 0.5 -0.3 -2.7 0.000
C -0.3573 -0.9915 0.7607 0.4 1.7 2.4 -0.009
H -0.3781 0.6446 -1.8434 -0.7 0.1 -0.6 0.000
H 1.1854 0.5670 -1.2668 1.0 -0.2 0.8 0.000
H 0.8433 -0.4567 -2.6521 -0.3 0.5 -0.1 0.000
H -0.4449 0.1289 0.7587 -0.1 -1.1 0.1 0.006
H 0.5922 -1.2077 1.3506 -1.6 0.1 -0.1 -0.001
H -1.3240 -1.3978 1.1445 1.1 0.2 0.2 0.001
```
Forces are in eV/Å.